ORCA calculation (wB97M-V/def2-TZVPD) on a 8-piece molecular cluster, C22H60O8 overall at a distorted geometry.

The geometry in XYZ format:
```
90
C22H60O8, DFT wB97M-V/def2-TZVPD
O 0.83 -2.03 3.87
O 3.55 1.70 -1.23
O 1.09 2.01 -0.18
O -3.24 -1.55 1.64
O -3.06 4.03 1.78
O 0.16 -0.49 -0.86
O 2.14 1.61 -4.01
O -2.21 -1.99 -1.14
C 2.73 -1.13 4.77
C 2.81 -2.46 2.67
C 1.08 0.93 -4.18
C -2.11 -3.25 2.55
C -3.48 -2.69 2.10
C -1.98 -1.44 -3.32
C 0.75 -1.29 0.15
C -4.16 3.26 -0.06
C 0.93 2.46 0.99
C 0.92 1.40 2.12
C -2.46 1.82 1.22
C 2.11 -2.21 3.95
C -4.06 -3.71 1.16
C 4.96 0.22 -2.30
C 2.02 3.50 1.18
C 3.83 0.52 -1.33
C -3.06 0.06 -1.76
C -0.26 1.59 -3.79
C -2.90 3.25 0.81
C -2.83 -1.39 -2.02
C 4.34 0.04 0.03
C 1.01 0.45 -5.62
H 1.71 0.70 1.98
H 4.50 -1.02 0.03
H -3.55 0.46 -2.57
H 0.47 -2.43 4.68
H 4.66 0.55 -3.34
H 1.71 -0.91 0.46
H -3.34 1.13 1.35
H 3.72 0.27 0.93
H 2.39 -3.26 2.02
H 5.17 -0.85 -2.32
H -1.70 -2.47 -3.64
H 2.16 3.75 2.22
H -2.93 -1.07 2.42
H 0.99 1.88 3.11
H -2.49 -0.93 -4.15
H -3.35 -3.76 0.32
H -0.36 1.81 -2.73
H -2.70 -2.03 -0.36
H -5.01 3.03 0.59
H -1.46 -3.40 1.67
H -2.06 3.54 0.20
H -4.32 4.15 -0.66
H 5.35 0.43 0.21
H -0.76 -0.85 -1.01
H -1.80 1.36 0.50
H -3.70 0.16 -0.88
H 2.95 3.17 0.74
H -1.95 1.79 2.12
H -0.06 2.94 1.14
H 1.24 0.06 -3.59
H -3.77 -1.90 -2.16
H 0.00 0.79 2.06
H 2.27 -1.04 5.74
H 2.66 1.75 -0.75
H -3.22 4.95 1.49
H -4.96 -3.34 0.68
H -0.31 2.49 -4.44
H -1.09 0.86 -4.05
H -1.50 -2.62 3.26
H 0.31 -0.39 -5.74
H 1.78 4.38 0.57
H 2.46 1.55 -3.11
H 1.97 0.20 -6.10
H 0.63 1.14 -0.35
H 2.88 -1.54 2.16
H -2.17 -4.21 3.09
H 3.79 -1.41 4.96
H 2.89 -0.09 -1.58
H 0.71 -2.39 0.02
H -4.21 -4.68 1.67
H -2.15 0.57 -1.54
H -1.02 -0.98 -3.13
H 0.17 -1.10 1.04
H 2.21 -3.23 4.43
H -4.19 -2.65 2.93
H 3.83 -2.86 2.96
H 2.73 -0.19 4.27
H 0.59 1.25 -6.26
H 5.81 0.83 -2.02
H -4.04 2.47 -0.72
```

**Structure (SMILES)**: CC(C)O.CC(C)O.CC(C)O.CC(C)O.CC(C)O.CC(C)O.CC(C)O.CO
**LUMO level**: 0.32 eV



ORCA calculation (wB97M-V/def2-TZVPD) on one molecule with the formula C6H10S2 at a distorted geometry.

The geometry in XYZ format:
```
18
C6H10S2, DFT wB97M-V/def2-TZVPD
S -3.14 -0.78 0.15
S 1.48 -1.63 -0.46
C 0.21 1.02 -1.33
C -0.28 -1.29 -0.17
C -1.57 -0.62 -0.69
C 1.79 -0.24 0.83
C -0.39 0.22 -0.22
C 0.41 0.53 1.08
H 0.02 0.17 2.04
H 1.26 1.26 -1.12
H 2.08 -0.68 1.81
H -2.82 -0.02 1.22
H -1.71 -0.69 -1.83
H -0.31 1.98 -1.46
H 0.17 0.45 -2.27
H -0.38 -1.67 0.84
H 0.59 1.61 1.15
H 2.59 0.38 0.42
```

**Structure (SMILES)**: C[C@]12CCS[C@@H]1[C@H]2S
**LUMO level**: 0.73 eV



Total energy values, unit eV, following the record order: -40160.3234; -28051.5229.